Computed, not measured: C3H5HgO4 as an isolated structure, with wB97M-V/def2-TZVPD.

ORCA input file:
```
! RIJCOSX wB97M-V def2-TZVPD def2/J DEFGRID3
* xyz 1 1
O -1.985 -0.064 0.176
C -1.171 0.943 0.390
C -1.252 -1.306 0.329
O -0.990 1.839 -0.433
O -0.147 0.497 1.089
C 0.199 -0.824 0.566
Hg 0.852 2.261 -1.390
H -1.369 -1.833 -0.624
H -1.666 -1.897 1.150
H 0.713 -1.355 -0.247
H 1.425 -0.754 0.926
O 2.447 1.604 -0.766
H 2.944 0.889 -1.166
*
```

Computed properties:
HOMO-LUMO gap, eV: 7.7
E_tot, eV: -15542.4547
E_HOMO, eV: -14.12
E_LUMO, eV: -6.45